Below is a molecular structure, C48H69BBrMnN6OSSi at a distorted geometry, with properties calculated with wB97M-V/def2-TZVPD.

Results
- HOMO level (alpha / beta) (eV) = -10.650 / -10.651
- multiplicity = 6
- net charge = +1
- lowest unoccupied orbital energy (alpha / beta) (Eh) = -0.0626 / -0.0714

```
129
Properties=species:S:1:pos:R:3:forces:R:3:lowdin_charge:R:1
Br 0.48763 -0.00495 -1.18159 0.2 0.3 -0.4 0.644
Mn -0.32523 -1.37039 0.70715 -0.4 -0.2 1.2 0.628
S -0.39762 2.62366 2.07427 0.1 -0.1 -0.2 0.907
Si 1.07357 0.87215 -3.34161 -0.1 -0.1 0.1 0.652
O -0.48037 3.18003 0.68345 0.0 0.0 0.2 -0.538
N -2.08094 -0.42110 1.46263 -0.2 -0.1 -0.3 0.023
N 0.84825 -0.80009 2.40109 0.2 -0.2 -0.3 0.021
N -0.94384 -2.93102 2.09551 0.1 -0.1 -0.4 0.026
N -1.32989 -2.50763 3.32680 0.0 0.0 0.0 0.048
N -2.19421 -0.20872 2.79628 0.1 0.0 0.0 0.035
N 0.22135 -0.54726 3.56769 0.0 0.1 0.1 0.033
C -1.73547 -3.56587 4.05590 0.0 0.0 0.0 -0.250
C -3.82763 0.73549 4.43927 0.0 0.0 0.0 -0.009
C -0.76540 -5.02772 0.83898 0.0 0.1 0.0 -0.151
C -3.26046 -1.56837 -1.00443 0.0 -0.2 0.1 -0.048
C -1.29321 -0.10807 -4.60400 0.0 0.0 0.0 -0.098
C -4.61888 0.25491 -2.58556 0.0 0.0 0.0 -0.069
C 1.01372 3.44859 2.92403 -0.1 0.0 0.0 -0.320
C 3.11537 -1.10789 1.57467 0.1 0.0 0.0 -0.173
C -3.51463 -0.28707 -0.51539 0.0 0.0 0.0 -0.172
C -4.37317 -1.02653 -3.06122 0.1 0.0 0.0 -0.088
C -2.79063 5.18899 1.63117 0.0 0.0 0.0 -0.100
C 1.19166 3.57288 -2.39874 0.0 0.0 0.0 -0.088
C -0.72329 -6.41799 0.89630 0.0 0.0 0.0 -0.019
C 1.97238 4.07226 1.92305 0.0 0.0 0.0 -0.284
C -3.20245 0.01307 0.88886 0.1 0.1 0.1 -0.228
C -1.90498 4.88473 2.83580 0.0 0.0 0.0 -0.273
C 3.48264 -0.65820 -3.47588 0.0 0.0 0.0 -0.094
C 2.97851 0.77736 -3.28982 -0.1 0.0 0.0 -0.617
C -0.47707 -4.42105 -0.38411 0.0 0.3 0.1 -0.057
C 3.57238 1.29045 -1.97025 0.0 0.0 0.0 -0.109
C -3.36696 0.39891 3.06082 0.0 -0.1 0.0 -0.279
C 0.25941 3.18940 -4.67475 0.0 0.1 0.1 -0.077
C 2.82633 -2.22240 0.78742 -0.1 -0.1 0.0 -0.060
C 0.21437 -0.36299 -4.52753 0.1 0.0 0.0 -0.617
C -1.60539 -4.70088 3.27772 0.0 0.1 0.0 0.045
C 2.15741 -0.68908 2.60782 0.0 0.1 0.0 -0.231
C -4.03410 0.57837 1.85954 0.1 0.0 0.1 0.047
C 1.12994 -0.22662 4.51109 0.0 0.0 0.0 -0.261
C 4.95046 -2.02697 -0.31418 -0.1 0.0 0.0 -0.082
C 5.25610 -0.93202 0.48187 0.0 0.0 0.0 -0.070
C -1.07445 2.65287 -2.60468 0.1 0.0 -0.1 -0.107
C -1.10737 -4.25120 2.04902 0.1 0.0 -0.1 -0.219
C -0.14603 -5.16172 -1.50546 0.0 0.0 0.0 -0.070
C -1.71274 3.38512 3.05902 -0.1 0.0 -0.1 -0.349
C 0.35871 -1.83314 -4.09836 0.0 0.1 0.0 -0.113
C 0.81657 -0.19740 -5.93635 -0.1 0.0 0.0 -0.077
C 3.52749 1.64348 -4.44128 0.1 0.0 0.1 -0.075
C 3.73264 -2.67546 -0.15807 0.0 0.0 0.0 -0.075
C -2.22986 -3.44652 5.45691 0.0 0.0 0.0 -0.007
C 4.34508 -0.47477 1.42139 0.0 0.0 0.0 -0.030
C -0.39566 -7.16861 -0.22190 0.0 0.0 0.0 -0.061
C 0.76127 0.08893 5.92106 0.0 0.0 0.0 -0.007
C -3.68088 -1.93635 -2.27383 0.0 0.0 0.0 -0.074
C 0.32686 2.62469 -3.24061 0.0 -0.1 0.0 -0.613
C 2.38654 -0.28826 3.92959 -0.2 0.0 0.0 0.048
C -0.10356 -6.54658 -1.42624 0.0 0.0 0.0 -0.072
C -4.19082 0.62530 -1.31996 0.0 0.0 0.0 -0.023
C 2.85076 3.02692 1.25275 0.0 0.0 -0.1 -0.108
B -1.24644 -0.99743 3.73333 0.0 0.0 0.0 -0.487
H 3.50139 -3.55270 -0.74832 0.0 0.0 0.0 0.111
H -0.18811 -2.02874 -3.17513 0.0 0.0 0.0 0.040
H -3.14905 -2.86322 5.50528 0.0 0.0 0.0 0.087
H -1.45618 3.67553 -2.67966 0.0 0.0 0.0 0.097
H -1.03803 2.40262 -1.54550 0.0 0.0 0.0 0.028
H -5.15530 0.96542 -3.19978 0.0 0.0 0.0 0.111
H 2.59573 4.79691 2.45139 0.0 0.0 0.0 0.115
H -1.74118 -0.87833 -5.23858 0.0 0.0 0.0 0.096
H 3.10314 -1.32548 -2.70262 0.0 0.0 0.1 0.061
H 1.63596 0.46117 6.44986 0.0 0.0 0.0 0.088
H 3.53396 3.48302 0.53665 0.0 0.0 0.0 0.079
H 1.50501 2.65878 3.49767 0.0 0.0 0.0 0.077
H 0.70480 4.55175 -2.38635 0.0 0.0 0.0 0.099
H 0.75650 0.82588 -6.30501 0.0 0.1 0.0 0.075
H -2.43329 -4.43830 5.85348 0.0 0.0 0.0 0.087
H -1.46047 3.12804 4.09054 0.0 0.0 0.1 0.092
H -4.48203 -0.04622 4.82639 0.0 0.0 0.0 0.093
H -1.54799 0.85501 -5.03724 0.0 0.1 0.0 0.074
H 4.61807 1.56505 -4.44364 0.0 0.0 0.0 0.096
H -1.57848 -0.85268 4.86891 0.0 -0.1 0.0 0.114
H 2.19082 3.71343 -2.80739 0.0 0.0 0.0 0.067
H 3.27996 2.69717 -4.32354 0.0 0.0 0.0 0.066
H -2.35489 5.30807 3.73659 0.0 0.0 0.0 0.111
H 0.15004 -7.13348 -2.29732 0.0 0.0 0.0 0.108
H -5.01472 0.99765 1.72310 0.0 0.0 0.0 0.124
H 0.61520 4.18437 3.61883 0.0 0.1 0.0 0.079
H 1.92119 -2.80090 0.98113 0.1 0.1 0.0 0.095
H -1.76066 -0.18270 -3.62460 -0.1 0.0 0.1 0.054
H 3.22034 0.72407 -1.10907 0.0 -0.1 0.0 0.034
H 3.33265 -0.13461 4.41670 0.0 0.0 0.0 0.121
H 0.40020 -0.79668 6.44335 0.0 0.0 0.0 0.085
H 1.23259 3.20363 -5.16641 0.0 0.0 0.0 0.072
H 1.38551 -2.15409 -3.96282 0.1 0.0 0.0 0.060
H 3.36850 2.34207 -1.79579 0.0 0.0 0.0 0.054
H -0.93871 5.37850 2.71416 0.0 0.0 0.0 0.099
H -0.02153 0.84455 5.97219 0.0 0.0 0.0 0.081
H 4.65850 1.16705 -2.01461 0.0 0.0 0.0 0.094
H 0.25186 -0.82617 -6.63015 0.0 0.0 0.0 0.094
H -0.08302 -2.45862 -4.87969 0.0 0.0 0.0 0.094
H 1.40026 4.61964 1.17145 0.0 0.0 0.0 0.099
H -1.85532 -5.70362 3.57101 0.0 -0.1 0.0 0.113
H -2.62103 2.84096 2.79044 0.0 0.0 0.0 0.065
H 3.44815 2.50041 1.99599 0.1 -0.1 0.1 0.065
H -1.49632 -2.96305 6.10037 0.0 0.0 0.0 0.080
H -0.43504 2.65382 -5.31652 -0.1 -0.1 0.0 0.066
H 1.85527 -0.51510 -5.98566 0.1 0.0 0.0 0.067
H -3.78661 4.76399 1.76971 0.0 0.0 0.0 0.075
H 3.17705 1.32104 -5.41982 0.0 -0.1 -0.1 0.073
H 5.66648 -2.38617 -1.04066 0.0 0.0 0.0 0.110
H -4.39225 1.62020 -0.94418 0.0 0.0 0.0 0.121
H -2.83168 -2.32085 -0.34257 0.0 0.1 -0.1 0.098
H -0.08675 4.22483 -4.61470 0.0 0.0 0.0 0.095
H -2.99715 0.85280 5.12930 0.0 0.0 0.0 0.070
H -3.50490 -2.94310 -2.63001 0.0 0.0 0.0 0.110
H -4.39790 1.66261 4.41957 0.0 0.0 0.0 0.089
H 1.26696 3.23990 -1.36247 0.0 0.0 0.0 0.059
H -2.36103 4.76911 0.72489 0.0 0.0 0.0 0.058
H 6.20977 -0.43361 0.37278 0.0 0.0 0.0 0.112
H -0.93613 -6.91995 1.83063 0.0 0.0 0.0 0.112
H -0.36604 -8.24737 -0.15032 0.0 0.0 0.0 0.111
H 2.24665 2.28712 0.72229 0.0 0.0 0.0 0.051
H 3.23387 -1.06874 -4.45130 0.0 0.0 -0.1 0.067
H 0.06796 -4.66143 -2.44094 0.0 0.0 0.0 0.100
H -1.79015 2.00163 -3.09363 -0.1 -0.1 -0.1 0.054
H -0.53325 -3.33253 -0.49797 0.0 -0.2 0.0 0.055
H 4.57323 -0.65250 -3.39513 0.0 0.0 0.0 0.092
H -4.72186 -1.31573 -4.04319 0.0 0.0 0.0 0.110
H -2.90444 6.26425 1.49809 0.0 0.0 0.0 0.075
H 4.59015 0.37434 2.04309 0.0 0.1 0.0 0.108
```
Forces are in eV/Å.